Density functional theory data (ωB97M-V/def2-TZVPD) for a 2-piece molecular cluster, C3H12N3O overall.

Atoms and positions in Å:
C -0.224989 0.412322 0.228241
N -0.054499 1.323392 1.195761
N 0.852360 0.033093 -0.502318
N -1.420828 -0.153097 0.035251
C 2.417390 -1.456257 -1.735858
C 0.972391 -0.904497 -1.589998
H 0.914871 1.478392 1.483571
H -0.813049 1.433372 1.873291
H 1.670570 0.621362 -0.326238
H -2.177078 0.479972 0.306991
H -1.527538 -0.755027 -0.785008
H 3.128160 -0.768477 -2.224098
H 2.419310 -2.412587 -2.285448
H 2.760410 -1.642647 -0.704258
H 0.650741 -0.426027 -2.535018
H 0.295531 -1.759177 -1.398088
O -2.993448 1.727852 3.134970
H -3.623958 1.948742 2.412530
H -3.246348 0.819292 3.415730

Forces on the atoms, in the same order (eV/Å):
C 1.60 -0.92 -0.82
N 0.09 -0.34 -0.11
N 0.00 1.62 1.63
N -0.21 0.60 -0.30
C -0.30 0.11 0.72
C -0.31 -0.90 -1.40
H -0.83 0.22 0.11
H 0.44 0.18 -0.04
H -0.29 -0.50 -0.15
H -0.04 -0.90 -0.24
H -0.24 0.55 0.50
H -0.50 -0.14 0.19
H -0.08 0.52 0.23
H 0.17 -0.16 -0.47
H 0.06 -0.23 0.37
H 0.32 0.37 -0.05
O -0.43 -0.88 -0.92
H 0.44 -0.13 0.90
H 0.12 0.94 -0.15

charge: +1
energy: -360.8092 Eh
HOMO energy: -14.599 eV



Density functional theory data (ωB97M-V/def2-TZVPD) for a 2-piece molecular cluster, C3H12N3O overall.

Atoms and positions in Å:
C 1.670571 1.808782 -0.028268
C 0.317152 0.134753 1.091503
N 1.166999 0.405484 0.129606
N -0.009399 0.992866 2.096553
N -0.208985 -1.110891 1.125721
H 1.575892 -0.225155 -0.545930
H 0.803225 2.454937 -0.073156
H 2.038325 1.906126 -1.052623
H 0.732355 1.625020 2.367669
H -0.546073 0.568364 2.878984
H -0.412381 -1.541562 0.213586
H -0.113381 -1.815208 1.833019
H 2.452738 2.010429 0.715047
C -1.849838 -0.939901 -1.672014
O -0.564930 -1.591949 -1.693113
H -0.337009 -2.009963 -2.528154
H -1.759776 0.001486 -1.203071
H -2.473300 -1.634756 -1.019594
H -2.482176 -1.038855 -2.635772

Forces on the atoms, in the same order (eV/Å):
C -0.39 -1.00 -0.87
C 0.27 -2.06 1.23
N 0.54 2.94 -0.18
N 0.56 -0.91 -0.06
N -0.94 -0.58 -1.56
H -0.78 -0.71 0.50
H 0.01 0.45 0.81
H 0.49 -0.21 0.31
H -0.30 0.28 0.11
H 0.50 0.56 -1.03
H 0.61 0.25 0.29
H -0.02 0.57 0.83
H -0.41 0.32 -0.28
C -2.15 -3.88 -0.73
O 0.32 0.56 -0.13
H -0.34 0.11 -0.06
H -0.05 1.21 -0.04
H 0.48 1.19 -0.30
H 1.62 0.90 1.18

charge: +1
energy: -360.7682 Eh
HOMO energy: -14.194 eV



Density functional theory data (ωB97M-V/def2-TZVPD) for a 2-piece molecular cluster, C3H12N3O overall.

Atoms and positions in Å:
C 0.624209 1.124130 1.847900
C 1.267318 0.359183 0.703219
N 0.382573 -0.258787 -0.286672
C -0.500359 -1.227189 -0.110884
N -1.095273 -1.675686 -1.233113
N -0.951621 -1.553729 1.093821
H 1.253094 0.966041 2.727899
H -0.319760 0.691679 2.186746
H 0.523324 2.197368 1.746606
H 1.933174 1.042781 0.173629
H 2.007013 -0.389502 1.002046
H 0.586416 0.020467 -1.236447
H -1.796313 -2.397521 -1.229060
H -1.176602 -0.968166 -1.946889
H -1.480773 -2.393814 1.241357
H -0.523828 -1.274827 1.973778
H 0.434093 2.309047 -2.762429
H -0.911132 1.749558 -3.314181
O -0.255553 1.678967 -2.577324

Forces on the atoms, in the same order (eV/Å):
C 0.13 -0.90 1.27
C 0.73 0.22 -0.16
N 0.49 0.21 0.06
C -0.44 1.57 -0.36
N 0.05 -0.19 -0.01
N 0.36 -0.96 1.31
H 0.19 0.22 -0.05
H -0.17 0.32 -0.36
H -0.16 0.02 -0.50
H -0.40 0.08 -0.35
H -0.45 -0.21 0.56
H -0.33 -0.12 -0.11
H -0.06 0.12 0.20
H 0.06 -0.29 -0.31
H -0.36 -0.16 -0.45
H 0.31 0.21 -0.74
H 0.28 0.45 -0.29
H 0.95 0.10 0.87
O -1.19 -0.67 -0.57

charge: +1
energy: -360.8061 Eh
HOMO energy: -14.454 eV



Density functional theory data (ωB97M-V/def2-TZVPD) for a 2-piece molecular cluster, C3H12N3S overall.

Atoms and positions in Å:
C -1.315036 -2.159020 0.590604
C 1.884275 1.725991 -0.950685
C -1.648120 -0.754042 0.139185
N 1.415604 1.145959 0.137693
N 3.160947 1.759360 -1.247610
N -1.006781 0.297232 0.908470
S -0.988691 -0.488231 -1.612359
H -1.940930 -2.968825 -0.044961
H -1.831832 -2.280927 1.660376
H -0.279644 -2.364576 0.555205
H -2.664897 -0.709987 -0.049448
H 0.395745 0.706616 0.412812
H 2.160239 0.610156 0.532728
H 3.817228 1.356640 -0.466450
H 3.476102 2.056244 -2.071032
H 1.219470 2.207454 -1.621486
H -1.146565 0.113318 1.991311
H -1.413562 1.183074 0.641992
H -0.350310 -1.681775 -1.567355

Forces on the atoms, in the same order (eV/Å):
C -4.26 -1.42 1.08
C -0.91 -0.64 1.02
C 2.43 -0.74 -1.92
N 0.38 -0.09 -0.98
N 0.09 -2.69 6.56
N -0.45 -0.86 3.09
S -0.06 -0.92 0.30
H 1.67 2.00 1.21
H 1.61 0.10 -1.95
H 1.07 -0.39 0.32
H -2.17 0.71 0.44
H 0.61 0.79 -0.36
H 0.28 -0.43 1.00
H -1.25 1.15 -2.62
H 1.74 1.58 -3.81
H -0.67 0.29 -0.59
H 0.24 0.79 -2.80
H -0.36 0.29 0.44
H 0.01 0.47 -0.41

charge: +1
energy: -683.6887 Eh
HOMO energy: -12.776 eV



Density functional theory data (ωB97M-V/def2-TZVPD) for a 3-piece molecular cluster, C3H12N3S overall.

Atoms and positions in Å:
C 1.438798 -0.711577 0.636146
C 1.893246 1.055639 -0.896957
C -2.175695 -1.147525 -1.096326
N -1.493375 -0.641130 -2.002462
N -2.303989 -1.631413 -0.022056
N 0.850859 0.311634 -0.216445
S -1.621138 0.752751 2.032134
H 1.799956 -1.617486 0.105144
H 2.298661 -0.370723 1.086427
H 0.735003 -1.190866 1.329992
H 2.025534 0.601572 -1.838751
H 1.745152 2.195214 -1.087220
H 2.911557 1.154972 -0.466964
H -1.749395 -0.732803 -2.999634
H -1.195823 1.049936 3.130079
H 0.206962 0.906414 0.396758
H -2.920497 -1.552191 0.713375
H 0.228026 -0.065768 -0.946175
H -2.673840 1.633350 2.142935

Forces on the atoms, in the same order (eV/Å):
C -1.12 -3.57 -0.37
C 1.74 3.91 -1.00
C -6.71 0.19 -3.29
N 5.54 0.76 -2.84
N 4.03 -0.65 3.82
N -1.00 1.18 1.43
S -2.39 -0.47 -3.88
H -0.33 0.82 -0.57
H 1.52 1.20 1.40
H -0.07 0.84 -0.02
H 0.22 -0.44 -1.19
H -0.86 -2.09 0.34
H -0.88 -1.00 0.65
H -0.62 0.45 0.94
H 1.71 1.11 4.25
H 0.91 -0.57 -0.81
H -2.11 -0.86 1.38
H -0.30 -0.30 -0.03
H 0.73 -0.50 -0.23

charge: +1
energy: -683.4725 Eh
multiplicity: 3
HOMO energy (alpha / beta): -8.994 / -13.870 eV



Density functional theory data (ωB97M-V/def2-TZVPD) for a 3-piece molecular cluster, C3H12N4O3 overall.

Atoms and positions in Å:
C 0.691602 -0.441587 0.672411
O -0.572908 -0.261746 0.066944
H 0.658635 0.252940 1.514553
H 0.929061 -1.485131 0.894576
H 1.396516 -0.063828 -0.076092
H -0.520773 -0.273040 -0.892269
C 1.866333 1.385591 -2.589245
O 0.686612 1.742120 -2.594503
N 2.353702 0.418476 -3.408349
N 2.813591 1.858043 -1.759741
H 1.775704 0.056137 -4.144379
H 3.306314 0.113190 -3.352578
H 3.711736 1.414522 -1.687142
H 2.675080 2.549938 -1.045551
C -3.172343 -1.089030 2.573101
O -4.136869 -1.582516 3.132790
N -3.180559 -0.671301 1.258588
N -1.948097 -0.831247 3.114004
H -4.057904 -0.800109 0.784469
H -2.307917 -0.456844 0.790886
H -1.890288 -0.926743 4.116860
H -1.077237 -0.907831 2.630664

Forces on the atoms, in the same order (eV/Å):
C 0.06 1.01 -1.22
O -0.95 -0.44 -0.05
H 0.53 -0.50 0.28
H -0.16 0.12 0.31
H 0.54 -0.10 0.55
H 0.19 0.06 0.00
C -1.62 0.00 -0.10
O 1.05 -0.19 0.00
N 0.00 -0.59 -0.55
N 1.35 0.64 1.22
H -0.07 0.05 0.10
H 0.02 0.02 -0.16
H -0.02 -0.06 -0.25
H -0.70 0.02 -0.22
C -0.22 0.13 -1.97
O 0.45 0.49 0.30
N -0.75 -0.43 0.54
N 0.44 -0.03 2.22
H 0.29 -0.09 -0.26
H -0.36 0.10 -0.11
H 0.03 -0.28 -0.18
H -0.10 0.08 -0.45

SMILES string: NC(N)=O.NC(N)=O.CO
energy: -566.2968 Eh
HOMO energy: -9.199 eV



Density functional theory data (ωB97M-V/def2-TZVPD) for C3H12N6O3Tl as an isolated structure.

Atoms and positions in Å:
Tl 8.793440 -9.197420 1.769150
C 7.834780 -6.703240 3.268700
O 8.543530 -7.632240 2.931930
N 7.503310 -5.854050 2.357280
N 7.473280 -6.459920 4.496050
H 7.788040 -6.167160 1.440210
H 7.162360 -4.923880 2.553820
H 6.919030 -5.627710 4.638710
H 8.008850 -7.007020 5.154780
C 6.147090 -9.107910 3.256570
O 7.232180 -9.458740 2.814130
N 5.007740 -9.401220 2.693640
N 5.963130 -8.362250 4.291830
H 4.966260 -10.032070 1.905980
H 4.116840 -9.115010 3.073730
H 4.994000 -8.097430 4.395500
H 6.625430 -7.879270 4.881900
C 8.801790 -8.937760 4.691390
O 8.836110 -9.624470 3.731410
N 7.795860 -8.686920 5.466980
N 9.833870 -8.271470 5.080320
H 7.905550 -7.972130 6.172060
H 7.120480 -9.411220 5.665360
H 9.680770 -7.496310 5.709430
H 10.653510 -8.305760 4.491160

Forces on the atoms, in the same order (eV/Å):
Tl 3.94 -1.50 -6.57
C -1.03 4.92 -0.93
O 2.53 1.42 0.41
N -0.80 0.78 -1.79
N 1.30 1.75 0.95
H -0.30 1.16 -0.33
H -0.18 0.08 -0.44
H 0.28 0.11 0.79
H -0.61 2.38 -0.24
C -5.68 0.93 -0.19
O -5.48 -2.80 -1.52
N -1.15 -1.66 -2.20
N -3.38 1.57 1.16
H -0.10 -0.07 -0.04
H -0.03 -0.09 -0.11
H -0.04 0.09 0.40
H -1.52 -0.53 -1.38
C 2.73 2.39 4.42
O 5.57 -8.16 1.04
N -0.98 -3.00 3.96
N 2.97 1.63 0.03
H 0.18 -1.48 1.38
H 0.15 -0.09 0.39
H 1.29 -0.26 0.44
H 0.33 0.44 0.36

charge: +3
energy: -846.7413 Eh
HOMO energy: -21.469 eV



Density functional theory data (ωB97M-V/def2-TZVPD) for a 2-piece molecular cluster, C3H12NO overall.

Atoms and positions in Å:
C 0.007983 -1.269890 0.618469
C 0.346558 0.267912 0.672621
C 1.767323 0.498455 0.265873
N -0.707720 1.091634 0.026255
H 0.503695 -1.659531 -0.237640
H 0.530957 -1.659367 1.437161
H -1.073824 -1.435085 0.664500
H 0.292586 0.517819 1.697245
H 2.282232 0.114771 1.157180
H 2.217107 1.559853 0.338586
H 2.109357 -0.031255 -0.718427
H -0.976901 0.747862 -0.890004
H -1.478125 1.284230 0.747352
H -0.436487 2.217811 -0.073497
H -2.467954 -0.562632 -1.542663
H -1.397385 -0.903273 -2.583641
O -1.519394 -0.779312 -1.579364

Forces on the atoms, in the same order (eV/Å):
C -0.21 2.34 -0.28
C -0.70 -1.02 -0.67
C 2.20 0.74 -0.66
N 0.92 3.54 1.40
H -0.24 -0.61 -0.98
H 0.46 -0.88 1.52
H 0.56 -0.24 -0.03
H -0.22 0.58 1.16
H 0.46 -0.78 -0.55
H -1.41 -1.27 -0.71
H -0.62 1.02 1.89
H -0.54 -0.22 -0.16
H -0.13 -0.82 -1.00
H 0.00 -2.03 -0.07
H 0.06 -0.06 0.22
H -0.07 0.17 2.08
O -0.50 -0.45 -3.17

energy: -251.3361 Eh
multiplicity: 2
HOMO energy (alpha / beta): -3.433 / -11.974 eV



Density functional theory data (ωB97M-V/def2-TZVPD) for a 2-piece molecular cluster, C3H12NO overall.

Atoms and positions in Å:
C 0.471168 0.365305 1.001018
O 1.644832 0.202316 0.145401
C -0.557548 -0.749958 0.795332
C -1.910059 -0.365906 1.385639
H 0.835980 0.448391 2.023651
H 0.073270 1.352190 0.759581
H 2.050023 -0.671239 0.335220
H -0.679823 -0.918201 -0.280622
H -0.083431 -1.657420 1.175321
H -2.253211 0.536917 0.884000
H -2.638193 -1.154221 1.211547
H -1.832200 -0.191549 2.456562
N 0.993923 0.562767 -2.399271
H 1.716795 0.285810 -3.048720
H 1.282872 0.346817 -1.339389
H 0.760165 1.545416 -2.522572
H 0.125436 0.062564 -2.582697

Forces on the atoms, in the same order (eV/Å):
C 0.03 0.15 -0.12
O -0.03 -0.81 -0.18
C 0.74 0.54 -0.19
C 0.37 -0.42 -0.02
H -0.13 -0.24 0.10
H -0.04 -0.06 -0.20
H -0.22 0.71 0.00
H 0.01 0.05 -0.05
H -0.49 -0.20 0.25
H -0.15 0.09 0.14
H -0.06 0.01 0.07
H -0.11 0.08 0.04
N -0.59 -0.08 1.01
H 0.19 -0.08 -0.26
H 0.05 0.34 -0.43
H 0.33 0.19 0.04
H 0.12 -0.28 -0.22

charge: +1
energy: -251.2468 Eh
HOMO energy: -15.194 eV



Density functional theory data (ωB97M-V/def2-TZVPD) for a 2-piece molecular cluster, C3H12NO overall.

Atoms and positions in Å:
C 0.075703 -0.029843 -0.116766
C 1.188068 0.786890 0.520557
C 2.551109 -0.000260 0.587930
N -1.205727 0.210779 0.577604
H -0.076583 0.232080 -1.168068
H 0.335699 -1.096189 -0.050363
H 0.978824 1.207092 1.499653
H 1.309094 1.662249 -0.123239
H 2.476764 -0.884169 1.234163
H 2.995032 -0.298631 -0.368876
H 3.175436 0.763224 1.031354
H -1.157033 -0.078089 1.556634
H -1.706395 1.104791 0.549058
H -1.948404 -0.355649 0.124284
H -3.346239 -1.704125 -1.712053
H -2.924241 -0.550173 -2.494800
O -2.721107 -0.969977 -1.647070

Forces on the atoms, in the same order (eV/Å):
C 0.77 0.36 -0.10
C 1.20 -0.32 -1.31
C -0.98 0.90 0.18
N -2.32 -1.18 0.21
H 0.06 -0.17 0.23
H -0.62 0.24 0.06
H -0.35 -0.36 0.29
H 0.29 0.06 0.16
H 0.04 0.31 -0.06
H -0.43 0.19 0.08
H 0.77 -0.36 0.23
H 0.05 0.11 -0.02
H 1.14 0.57 -0.09
H 0.33 -0.40 -0.06
H 0.15 -0.26 0.52
H 0.40 0.43 0.12
O -0.49 -0.11 -0.42

charge: +1
energy: -251.2466 Eh
HOMO energy: -15.779 eV



Density functional theory data (ωB97M-V/def2-TZVPD) for a 2-piece molecular cluster, C3H12NO overall.

Atoms and positions in Å:
C 1.021306 -1.283588 1.269901
C 0.631171 0.126524 0.954705
N 0.344928 0.203488 -0.566255
C 0.279809 1.553316 -1.130757
H 1.939940 -1.655128 0.787316
H 1.481351 -1.265295 2.268817
H 0.271424 -2.062139 1.166046
H -0.362685 0.367295 1.330669
H 1.360645 0.896837 1.181788
H -0.525085 -0.320271 -0.728283
H 1.056329 -0.347071 -0.997011
H -0.548720 2.098217 -0.698178
H 0.187190 1.617555 -2.214054
H 1.198337 2.091982 -0.894449
H -3.244750 -0.130429 -0.286475
H -2.690302 -1.324393 -0.986370
O -2.400891 -0.566901 -0.457409

Forces on the atoms, in the same order (eV/Å):
C 1.95 -0.40 1.03
C -1.33 -0.18 -1.66
N -0.01 -0.32 0.59
C 0.33 1.21 -0.17
H -0.37 0.43 -0.78
H -0.93 -0.19 0.27
H -0.28 0.29 0.20
H 0.30 0.17 0.63
H 0.07 -0.11 0.09
H -0.30 0.39 0.11
H 0.88 -0.30 -0.65
H -0.18 -0.07 0.19
H -0.15 -0.67 0.03
H -0.03 -0.16 0.19
H 0.17 0.29 0.20
H 0.22 -0.04 0.08
O -0.32 -0.35 -0.34

charge: +1
energy: -251.2507 Eh
HOMO energy: -16.341 eV



Density functional theory data (ωB97M-V/def2-TZVPD) for a 3-piece molecular cluster, C3H12NO overall.

Atoms and positions in Å:
C -0.296525 -0.199016 -0.301996
C 0.333168 -1.579832 -0.417947
C 0.269256 -2.343122 0.928068
N -0.137917 0.337480 -1.687858
H -1.296017 -0.177695 0.128732
H 0.416871 0.334729 0.304768
H 1.319470 -1.376412 -0.841730
H -0.094813 -2.212364 -1.219120
H 0.670305 -3.341492 0.970669
H 1.087887 -1.835464 1.468322
H -0.685572 -2.232922 1.452171
H -1.062561 0.346700 -2.147068
H -0.036342 1.418657 -1.540216
H -0.553309 2.461570 -0.725523
H -0.177890 4.104945 1.645622
H 0.022795 3.047767 0.529387
O 0.221194 3.246470 1.453720

Forces on the atoms, in the same order (eV/Å):
C 1.11 -0.68 -0.87
C -0.47 -1.91 -1.26
C 1.66 1.74 0.46
N -2.71 2.41 2.82
H -0.09 -0.06 -0.36
H -0.11 0.45 0.46
H 0.33 -0.38 0.74
H -0.44 0.42 0.25
H -0.50 -0.64 -0.79
H -0.70 0.12 0.66
H 0.27 -0.15 -0.21
H 0.21 -0.93 -0.42
H 1.13 1.13 -0.21
H 0.18 -1.55 -1.16
H -0.09 0.08 -0.07
H 0.25 0.28 -0.34
O -0.03 -0.33 0.30

charge: +1
energy: -250.9658 Eh
HOMO energy: -15.457 eV